No. 1
Below is C5H12O2 in the gas phase, with properties calculated with ωB97M-V/def2-TZVPD.

Each line ends with the natural charge from an NBO analysis.
Geometry (Å):
1 O 1.773144 -1.851621 0.355592  -0.73
2 O -0.473745 -0.386205 0.863419  -0.57
3 C 1.133557 0.167487 -0.858242  -0.44
4 C 1.500539 -1.314955 -0.917441  -0.06
5 C -0.242530 0.473479 -0.256539  0.10
6 C -1.841592 -0.580457 1.146685  -0.25
7 C -0.337583 1.926968 0.198926  -0.63
8 H 1.911321 0.679045 -0.277941  0.21
9 H 2.418598 -1.431908 -1.503760  0.18
10 H 0.522868 2.165614 0.832900  0.21
11 H 0.998890 -1.628971 0.894785  0.49
12 H -2.300225 -1.292353 0.445045  0.17
13 H 1.153753 0.594011 -1.870347  0.21
14 H -1.915302 -0.975838 2.162048  0.20
15 H 0.708730 -1.882067 -1.437497  0.15
16 H -2.403761 0.361643 1.099864  0.17
17 H -1.244090 2.102826 0.786549  0.21
18 H -1.016229 0.257330 -1.012658  0.16
19 H -0.346341 2.615980 -0.651396  0.21

Cartesian forces, eV/Å:
-0.14 -0.07 0.17
0.07 -0.02 0.00
0.02 0.04 0.05
-0.03 0.15 -0.40
0.05 0.12 -0.12
-0.22 -0.01 0.09
-0.02 0.06 -0.01
-0.10 -0.06 -0.03
-0.15 0.01 0.05
-0.12 -0.03 -0.09
0.15 -0.06 0.01
0.10 0.10 0.07
0.02 -0.06 0.15
0.00 0.01 -0.14
0.08 0.07 0.12
0.08 -0.14 0.04
0.10 0.00 -0.15
0.10 0.01 0.11
0.03 -0.10 0.07

The electronic energy comes out at -9474.02738 eV. For the LUMO energy, the calculation gives 1.0 eV. As for the energy above the lowest of the compared OMol25 structures with the same formula, charge and spin: 1.1083 eV. For the highest occupied orbital energy, the calculation gives -0.36277 Eh. Its net charge is 0.

---

No. 2
Below is 3 unconnected molecules or ions with the total composition C5H12O2, with properties calculated with ωB97M-V/def2-TZVPD.

Each line ends with the natural charge from an NBO analysis.
Geometry (Å):
1 O 0.771227 -1.928549 -0.364319  -0.53
2 O -1.956188 -0.012654 0.729501  -0.53
3 C -1.208924 -0.590763 -0.303979  -0.18
4 C 2.983117 0.900265 -0.111702  -0.43
5 C -0.115955 -1.448450 0.297402  0.44
6 C 2.809662 -0.130194 -0.931236  -0.36
7 C -3.123612 0.619463 0.263894  -0.25
8 H 3.476739 0.784950 0.850866  0.20
9 H -3.802549 -0.104542 -0.212349  0.17
10 H 0.373931 0.654383 1.422934  -0.01
11 H -0.216921 -1.639288 1.385913  0.12
12 H -3.623695 1.062796 1.127977  0.20
13 H -0.762004 0.163147 -0.971487  0.20
14 H -2.895765 1.412738 -0.463831  0.17
15 H -1.831387 -1.256673 -0.924846  0.19
16 H 3.150871 -1.127990 -0.676275  0.21
17 H 2.626818 1.898896 -0.354556  0.19
18 H 2.298467 -0.031718 -1.885806  0.19
19 H 1.046176 0.774186 1.121898  0.01

Cartesian forces, eV/Å:
-0.50 0.05 0.33
0.03 -0.05 0.06
0.09 -0.11 -0.16
0.11 -0.09 -0.18
0.17 -0.24 -0.29
0.17 0.19 0.03
-0.26 0.14 -0.06
-0.03 0.00 -0.16
0.10 0.10 0.06
0.05 0.19 0.12
0.04 0.02 -0.14
0.08 -0.07 -0.13
-0.03 -0.11 0.11
0.01 -0.11 0.11
0.03 0.07 0.04
-0.02 0.15 -0.02
0.06 -0.14 -0.01
0.09 0.04 0.14
-0.19 -0.03 0.13

The electronic energy comes out at -9471.52646 eV. For the LUMO energy, the calculation gives 0.9 eV. As for the energy above the lowest of the compared OMol25 structures with the same formula, charge and spin: 3.6092 eV. For the highest occupied orbital energy, the calculation gives -0.36128 Eh. Its net charge is 0.

---

No. 3
Below is 2 unconnected molecules or ions with the total composition C5H12O2, with properties calculated with ωB97M-V/def2-TZVPD.

Each line ends with the natural charge from an NBO analysis.
Geometry (Å):
1 O 0.038440 1.486086 1.480275  -0.94
2 O -2.539702 -0.173016 0.784540  -0.73
3 C 1.548240 -0.355888 -0.656613  -0.44
4 C 2.610764 -0.475464 0.432945  -0.60
5 C -0.847142 0.297817 -0.882237  -0.33
6 C -2.303405 0.037816 -0.607702  -0.09
7 C 0.123234 -0.318499 -0.216533  -0.09
8 H 1.770883 0.485702 -1.322644  0.21
9 H -3.425240 -0.550374 0.858834  0.48
10 H 2.634445 0.424554 1.051286  0.22
11 H 2.400375 -1.337208 1.076835  0.20
12 H -0.137494 -0.924815 0.650848  0.21
13 H -2.930226 0.846955 -1.004029  0.17
14 H -0.580553 0.929118 1.963064  0.47
15 H 3.596808 -0.625656 -0.026116  0.21
16 H -0.606628 0.887161 -1.765077  0.21
17 H -2.524269 -0.876974 -1.171926  0.17
18 H -0.387820 1.508048 0.621916  0.48
19 H 1.559299 -1.265364 -1.267665  0.21

Cartesian forces, eV/Å:
0.11 0.70 1.10
-0.15 -0.04 -0.23
0.07 -0.13 -0.12
-0.07 0.00 -0.05
-0.13 -0.48 -0.38
0.18 -0.05 -0.33
-0.12 -0.33 -0.35
-0.09 -0.12 0.05
0.21 0.09 0.15
0.01 -0.12 -0.02
0.07 0.15 -0.04
0.04 0.00 -0.18
0.07 -0.06 0.14
-0.03 0.04 0.25
-0.21 0.05 0.17
-0.07 -0.01 0.06
-0.40 0.05 0.07
0.13 0.27 -0.13
0.39 0.02 -0.16

The electronic energy comes out at -9473.27478 eV. For the LUMO energy, the calculation gives 0.7 eV. As for the energy above the lowest of the compared OMol25 structures with the same formula, charge and spin: 1.8609 eV. For the highest occupied orbital energy, the calculation gives -0.32733 Eh. Its net charge is 0.

---

No. 4
Below is 3 unconnected molecules or ions with the total composition C5H12O2, with properties calculated with ωB97M-V/def2-TZVPD.

Each line ends with the natural charge from an NBO analysis.
Geometry (Å):
1 O -2.064002 -0.145720 2.400681  -0.94
2 O 0.204232 2.346420 2.057063  -0.96
3 C -0.956061 0.291733 -1.772947  -0.65
4 C 0.135656 -0.354727 -0.934644  0.01
5 C -0.037192 -0.584695 0.383190  -0.48
6 C 1.392109 -0.642398 -1.743623  -0.22
7 C 2.119606 -1.736117 -1.684028  -0.37
8 H 1.841030 -2.537051 -0.971512  0.20
9 H 0.096056 3.199337 1.610370  0.47
10 H -1.756453 0.698509 -1.191788  0.22
11 H 0.126025 1.655202 1.339962  0.49
12 H -0.998144 -0.596412 0.819425  0.24
13 H 2.877677 -1.946706 -2.446613  0.21
14 H 0.720860 -1.051667 1.040386  0.20
15 H -1.686620 -0.506288 3.213717  0.47
16 H -1.352629 -0.622183 -2.264854  0.22
17 H -0.688263 0.982640 -2.550685  0.22
18 H -1.734350 0.765960 2.462173  0.48
19 H 1.546899 0.176362 -2.408808  0.20

Cartesian forces, eV/Å:
0.03 0.56 0.95
-0.35 -0.82 -1.04
-0.23 -2.42 0.04
1.16 0.82 0.54
1.33 -1.13 -1.06
-1.72 0.81 1.41
-0.07 -1.15 -0.17
0.32 0.51 -0.54
0.03 -0.36 0.09
-0.38 0.28 0.50
0.27 1.00 0.87
-0.78 0.62 0.22
-0.02 0.16 0.62
-0.12 0.30 -0.75
-0.21 -0.31 -0.10
-0.29 0.71 -0.29
0.61 0.29 -0.17
-0.19 -0.03 -0.27
0.62 0.16 -0.85

The electronic energy comes out at -9472.86142 eV. For the LUMO energy, the calculation gives 0.7 eV. As for the energy above the lowest of the compared OMol25 structures with the same formula, charge and spin: 2.2743 eV. For the highest occupied orbital energy, the calculation gives -0.33188 Eh. Its net charge is 0.

---

No. 5
Below is C5H12O2 in the gas phase, with properties calculated with ωB97M-V/def2-TZVPD.

Each line ends with the natural charge from an NBO analysis.
Geometry (Å):
1 O -0.421015 0.341708 -1.416773  -0.56
2 O 2.289436 0.320406 -0.738988  -0.73
3 C -1.461500 0.059317 -2.319841  -0.24
4 C 0.413116 0.351842 0.834400  -0.27
5 C -0.758622 0.020486 -0.081046  -0.05
6 C 0.067473 -0.016363 2.276292  -0.61
7 C 1.693245 -0.341305 0.352218  -0.05
8 H -1.116616 0.338890 -3.317578  0.20
9 H 1.467081 -1.395809 0.109759  0.15
10 H 2.438632 -0.350690 1.155504  0.18
11 H -1.722415 -1.010066 -2.312719  0.17
12 H -1.662979 0.576101 0.219262  0.17
13 H -0.994468 -1.057313 -0.006866  0.16
14 H -0.811644 0.534636 2.629008  0.21
15 H 0.901024 0.220755 2.945496  0.22
16 H 0.604331 1.431032 0.770288  0.21
17 H 1.585485 0.424492 -1.396567  0.48
18 H -0.146538 -1.088180 2.374525  0.20
19 H -2.364025 0.640062 -2.076374  0.17

Cartesian forces, eV/Å:
0.04 0.02 0.01
-0.09 0.00 -0.26
-0.19 -0.03 -0.19
0.01 0.05 -0.04
-0.07 -0.05 0.22
0.00 -0.04 0.05
-0.08 -0.18 0.35
-0.06 -0.05 0.13
0.04 0.14 0.02
-0.11 0.04 -0.09
0.06 0.15 0.01
0.13 -0.05 -0.03
0.05 0.15 -0.02
0.11 -0.10 -0.07
-0.13 -0.03 -0.10
-0.05 -0.10 0.04
0.16 0.02 0.03
0.04 0.14 -0.02
0.13 -0.08 -0.03

The electronic energy comes out at -9474.02675 eV. For the LUMO energy, the calculation gives 1.0 eV. As for the energy above the lowest of the compared OMol25 structures with the same formula, charge and spin: 1.1089 eV. For the highest occupied orbital energy, the calculation gives -0.36298 Eh. Its net charge is 0.

---

No. 6
Below is C5H12O2 in the gas phase, with properties calculated with ωB97M-V/def2-TZVPD.

Each line ends with the natural charge from an NBO analysis.
Geometry (Å):
1 O -2.249028 1.525379 -0.323568  -0.73
2 O -0.254440 -0.109811 0.983583  -0.58
3 C 0.162338 -0.462945 2.268460  -0.29
4 C -0.414547 0.210200 -1.339830  -0.44
5 C -1.172490 1.540803 -1.226276  -0.05
6 C 0.563475 -0.062182 -0.185139  0.12
7 C 1.459388 -1.284843 -0.382247  -0.64
8 H -0.474459 -1.401786 2.657430  0.18
9 H 0.171754 0.229274 -2.268408  0.21
10 H -1.915798 1.120239 0.502627  0.48
11 H 0.903926 -1.277828 2.428226  0.20
12 H -1.152368 -0.595924 -1.435515  0.22
13 H -1.613417 1.782613 -2.203185  0.18
14 H -0.458692 2.350950 -0.993252  0.15
15 H 0.930606 -2.243932 -0.434280  0.21
16 H 0.059140 0.373014 2.952514  0.20
17 H 2.022617 -1.159567 -1.314430  0.22
18 H 1.238111 0.805317 -0.115522  0.16
19 H 2.193882 -1.338972 0.428814  0.21

Cartesian forces, eV/Å:
0.14 -0.35 0.86
-0.51 -0.22 -0.10
-1.40 -3.88 0.90
0.19 0.04 0.02
0.32 0.02 -0.55
0.15 0.01 -0.11
0.05 0.04 0.05
-0.73 2.48 -0.56
-0.07 0.01 0.12
-0.21 0.22 -0.53
1.67 1.88 -0.78
0.18 -0.01 0.12
0.14 -0.06 0.19
-0.10 -0.13 0.04
-0.14 0.28 0.03
0.59 -0.25 0.21
-0.10 -0.02 0.14
-0.07 0.03 0.07
-0.11 -0.06 -0.12

The electronic energy comes out at -9472.85847 eV. For the LUMO energy, the calculation gives 0.9 eV. As for the energy above the lowest of the compared OMol25 structures with the same formula, charge and spin: 2.2772 eV. For the highest occupied orbital energy, the calculation gives -0.36226 Eh. Its net charge is 0.